72
Properties=species:S:1:pos:R:3:forces:R:3:lowdin_charge:R:1 method="wB97M-V/def2-TZVPD" de_lowest_kcal_mol=27.12 orbital_gap_ev=10.9 smiles=CC#N.CC#N.CC#N.CC#N.CC#N.CC#N.CC#N.CC#N.CC#N.CC#N.CC#N.CC#N total_charge=0
H 2.398 3.773 -1.291 0.39 -0.38 0.13 0.08
C 6.229 1.065 -0.047 -1.07 0.63 0.10 -0.04
C 0.370 0.168 -0.006 1.30 -0.51 -1.09 -0.09
N 0.652 -3.776 -1.518 -2.72 1.59 -1.80 0.14
C -1.303 -2.575 -2.849 0.17 0.06 0.24 -0.07
H 3.199 -3.647 2.397 0.03 -0.14 -0.16 0.08
H 3.866 -2.635 -2.361 -0.22 0.28 -0.42 0.08
C 2.484 -3.657 1.575 -1.39 -0.20 0.69 -0.09
H 1.190 3.816 4.968 -0.01 -0.06 0.44 0.08
C 2.563 4.059 -3.347 0.51 -0.53 -0.22 -0.28
N -3.404 0.279 4.266 0.70 -0.53 -0.13 0.14
C 4.751 1.176 -0.026 -1.63 -0.36 0.33 -0.24
H -5.360 -1.672 2.760 -0.19 0.61 -0.11 0.08
H -3.277 2.167 1.101 -0.30 -0.08 0.07 0.04
N 0.014 -4.135 2.509 4.14 0.79 -1.39 0.11
C 1.116 -3.937 2.112 -3.34 -0.51 1.24 -0.26
N 1.162 1.258 3.147 0.01 0.10 0.13 0.15
H 0.813 1.117 -0.308 -0.54 0.27 0.38 0.06
H -0.792 -1.010 3.001 -0.06 -0.07 0.06 0.04
N 2.714 4.704 -4.288 -0.13 -0.08 0.34 0.11
C -0.237 0.801 -5.394 0.81 0.48 0.46 -0.06
H 3.118 -1.342 -1.414 0.11 0.13 -0.19 0.05
H -0.331 -0.540 4.636 -0.30 0.14 0.03 0.06
N -6.150 1.499 2.249 0.59 0.39 0.11 0.13
N -2.140 0.071 0.652 2.14 0.04 -0.92 0.17
H 0.605 2.443 6.037 0.28 0.27 0.00 0.08
H -0.946 -2.014 -3.713 0.41 -0.38 0.01 0.05
H 6.648 1.564 0.827 -0.07 -0.08 0.01 0.08
H -4.435 -0.987 1.355 -0.02 0.02 0.25 0.03
H -1.712 -1.811 -2.188 -0.33 -0.22 0.16 0.06
H 1.024 -0.267 0.750 -0.33 0.08 0.23 0.06
N -1.272 1.963 -2.431 0.27 0.09 -0.06 0.17
H -3.994 3.652 1.811 0.21 0.09 -0.19 0.08
N 3.586 1.213 -0.041 2.19 -0.05 0.03 0.16
H 0.138 0.705 -6.413 -0.16 -0.63 0.07 0.08
C 2.392 3.161 -2.193 -1.07 0.39 -0.45 -0.10
H -0.513 3.325 5.010 0.05 -0.20 -0.33 0.07
H -1.221 -2.050 4.376 -0.01 0.01 -0.12 0.07
H 6.514 0.013 -0.042 0.09 0.15 -0.27 0.07
N -4.816 -4.107 0.842 -0.95 4.58 1.66 0.10
C 0.635 0.128 -4.408 -0.74 0.35 -1.04 -0.28
H -0.147 1.874 -5.224 -0.35 0.04 0.33 0.08
N 1.273 -0.444 -3.651 0.41 -0.21 0.49 0.16
C 4.067 -1.740 -1.774 0.13 -1.17 0.58 -0.07
H 2.688 -4.447 0.852 0.29 0.36 -0.09 0.08
H 3.012 2.265 -2.176 0.41 0.59 0.00 0.05
C 0.515 2.969 5.087 0.42 -0.99 -1.16 -0.04
C -0.230 -3.267 -2.112 2.62 -1.15 1.31 -0.25
H 1.380 2.767 -2.283 -0.25 0.01 0.09 0.04
C -3.805 2.589 1.957 0.11 0.67 0.41 -0.09
H -2.058 -3.290 -3.176 -0.06 0.12 0.21 0.09
N 5.357 -2.588 0.340 0.65 -0.50 0.91 0.14
H 2.438 -2.655 1.147 0.23 -0.22 -0.29 0.05
H 0.469 -0.439 -0.906 0.17 -0.25 -0.14 0.05
H -4.374 1.575 -2.290 -0.21 -0.40 -0.24 0.09
C -5.027 -3.000 1.237 1.25 -4.45 -1.84 -0.28
H 4.629 -1.010 -2.357 -0.04 -0.09 0.20 0.08
C -1.020 0.134 0.322 -2.65 0.29 1.44 -0.26
H -3.163 2.493 2.833 -0.13 -0.18 0.00 0.05
H -1.265 0.469 -5.251 0.12 0.08 -0.26 0.07
C -5.266 -1.616 1.676 0.03 -1.10 -0.45 -0.10
C -5.108 1.989 2.193 -0.57 -0.84 -0.43 -0.30
C -3.622 0.824 -2.530 1.30 0.08 0.08 -0.04
H -3.569 0.016 -1.801 -0.44 0.05 0.12 0.06
C -1.111 -1.017 4.043 -0.72 -0.01 -0.14 -0.07
C 4.817 -2.270 -0.611 -0.71 1.37 -1.18 -0.29
H -3.649 0.392 -3.530 -0.73 0.10 0.01 0.08
H -6.173 -1.322 1.149 -0.09 0.40 0.49 0.07
C -2.425 -0.323 4.146 0.44 0.32 0.29 -0.24
H 6.507 1.645 -0.926 0.54 -0.42 -0.09 0.09
C -2.307 1.473 -2.472 -0.17 0.07 0.17 -0.28
C 0.889 1.994 3.985 -0.78 0.89 0.88 -0.24

***

57
Properties=species:S:1:pos:R:3:forces:R:3:lowdin_charge:R:1 method="wB97M-V/def2-TZVPD" de_lowest_kcal_mol=39.77 orbital_gap_ev=8.6 smiles="CCc1ccc(N(CC(=O)Nc2ccc(NC(C)=O)cc2)S(=O)(=O)c2ccccc2)cc1" total_charge=0
C 2.370 2.489 2.936 0.07 -0.07 0.09 -0.02
H -0.847 1.432 -2.373 0.00 0.02 0.01 0.10
C 2.562 0.624 4.410 -0.04 0.09 -0.07 -0.02
H 0.420 3.538 5.125 -0.10 0.03 -0.06 0.07
H 2.888 3.899 5.128 0.08 -0.02 0.04 0.11
C 2.477 -0.348 -0.378 -0.17 -0.22 -0.28 -0.09
H 3.088 2.516 6.215 0.07 0.06 -0.02 0.11
H 0.155 -2.640 3.833 0.05 -0.08 0.11 0.11
H -5.821 1.218 -7.423 0.02 0.00 0.02 0.08
H -1.410 -2.055 -5.805 0.00 -0.08 -0.07 0.11
C -1.288 -1.286 -5.054 -0.08 0.14 0.03 -0.03
H 2.569 -1.305 3.473 0.08 -0.09 0.09 0.11
C -1.698 0.588 2.841 0.05 -0.05 -0.06 -0.05
C 2.491 2.000 4.229 0.12 0.05 0.06 -0.25
C -0.140 -1.146 2.354 0.30 -0.30 -0.29 -0.27
C -0.259 -1.383 -4.141 -0.02 0.11 0.12 -0.02
C 2.501 -0.238 3.334 0.19 0.18 -0.04 -0.03
H 2.317 3.556 2.772 0.00 0.13 -0.02 0.12
C 2.347 0.262 2.042 0.44 0.52 0.80 -0.28
C -1.286 -1.154 4.447 -0.01 -0.04 -0.03 -0.07
C -0.088 -0.405 -3.163 -0.30 0.17 -0.23 -0.22
C 2.475 2.928 5.410 -0.22 -0.03 -0.01 -0.21
O 1.707 -2.978 1.963 -0.08 0.17 0.31 -0.28
H 2.900 -1.243 -0.841 0.07 0.20 -0.13 0.13
H -1.479 -1.604 5.408 -0.01 -0.05 0.07 0.11
H 2.670 0.222 5.407 0.02 -0.05 0.13 0.12
C -4.156 0.784 -6.160 -0.20 -0.27 -0.42 -0.52
H -2.210 1.494 2.555 -0.04 0.08 -0.04 0.11
H -0.589 0.452 1.006 0.02 0.09 -0.08 0.10
C -5.077 0.435 -7.314 -0.07 0.22 0.10 0.00
H 3.218 0.455 -0.410 -0.08 -0.13 0.02 0.14
C -2.170 -0.207 -5.015 0.25 0.08 0.30 -0.22
H 0.414 -2.227 -4.180 0.07 -0.10 -0.02 0.11
C -1.939 0.012 4.078 -0.01 0.00 0.05 -0.07
C 2.292 1.637 1.849 0.01 -0.17 -0.17 -0.01
C -0.967 0.672 -3.125 0.17 -0.06 0.13 0.01
N 0.993 -0.548 -2.283 0.34 -0.20 -0.18 0.13
S 1.078 -1.892 1.270 0.17 -0.22 -0.03 0.72
H 2.152 2.043 0.860 -0.06 0.01 -0.10 0.10
H -2.640 0.472 4.758 -0.06 0.04 0.06 0.10
C 1.041 3.114 5.911 0.20 0.07 0.06 -0.09
N 2.217 -0.669 1.006 -0.94 -0.61 -0.07 -0.15
H -2.675 1.606 -4.002 0.00 0.02 0.01 0.10
O 0.521 -2.189 -0.021 -0.13 0.20 -0.01 -0.27
C -1.998 0.769 -4.039 -0.15 -0.02 -0.16 0.01
O 0.533 1.018 -0.693 -0.09 0.19 0.05 0.05
H -5.579 -0.511 -7.122 -0.04 -0.09 -0.03 0.08
C -0.378 -1.738 3.579 0.05 -0.18 0.05 -0.06
H -3.206 -0.956 -6.598 -0.10 0.21 0.08 0.14
H 0.616 2.156 6.201 -0.08 -0.08 0.03 0.07
H -4.508 0.352 -8.238 0.02 -0.04 -0.09 0.08
N -3.193 -0.165 -5.968 0.07 -0.38 -0.22 0.11
O -4.274 1.789 -5.499 -0.01 0.24 0.18 0.07
H 1.020 3.780 6.771 -0.08 0.06 0.10 0.07
H 1.532 -1.389 -2.434 -0.03 0.17 0.17 0.14
C -0.793 0.007 1.967 -0.15 0.14 -0.13 -0.04
C 1.216 0.109 -1.123 0.41 -0.06 -0.24 -0.46

***

63
Properties=species:S:1:pos:R:3:forces:R:3:mulliken_spin:R:1 method="wB97M-V/def2-TZVPD" de_lowest_kcal_mol=0.00 orbital_gap_ev="5.8 / 6.5" spin_multiplicity=3 total_charge=+3
C -1.343 -2.923 -1.392 -0.04 -0.02 -0.11 0.01
C 4.144 -0.606 -1.121 0.17 -0.23 -0.06 0.01
C 0.412 5.004 -1.368 -0.04 -0.14 0.01 0.00
C -2.081 -1.831 -0.964 -0.10 -0.06 0.05 0.00
C -2.146 1.486 4.098 -0.03 0.01 0.02 0.00
Mo 1.157 0.405 -0.620 -0.45 -0.82 0.33 1.78
H -2.886 5.151 -3.439 0.00 -0.01 -0.01 0.00
O 1.263 2.423 -0.457 0.06 0.45 -0.21 0.00
H 5.067 -0.257 -3.038 0.01 -0.02 0.00 0.00
H 0.319 -0.630 5.060 0.00 -0.01 -0.01 0.00
H 3.722 -1.573 -1.382 -0.04 0.03 -0.04 0.00
C 5.319 -0.229 -1.979 -0.03 0.07 -0.01 0.00
H -0.885 -4.076 0.990 0.00 -0.01 -0.02 0.00
C -3.464 -1.946 -0.938 0.04 0.05 0.02 0.00
O -2.197 2.802 -2.853 0.05 -0.12 0.03 0.01
C 0.957 -3.867 -0.086 0.04 0.02 0.07 0.00
H 2.003 -3.566 0.015 0.00 -0.03 0.03 0.00
C 0.201 0.417 3.162 -0.12 0.00 0.00 0.00
H 3.411 1.256 -1.495 0.08 -0.03 0.01 0.01
C 1.392 -2.042 2.617 -0.04 -0.01 0.03 0.00
H -3.070 1.908 4.470 0.00 0.00 0.00 0.00
H -0.152 -1.624 1.156 -0.02 0.00 0.00 0.01
H 4.359 -0.563 -0.055 -0.03 0.07 0.01 0.00
O 1.899 0.019 1.121 -0.05 0.59 0.42 0.05
C -3.316 -4.206 -1.775 0.00 0.00 0.02 0.00
H -1.801 0.315 5.866 -0.01 0.00 0.00 0.00
O -0.309 1.370 -1.456 0.14 0.19 -0.09 0.01
H -2.207 2.593 2.262 -0.01 0.00 0.00 0.00
S 1.746 -0.277 2.674 0.23 -0.21 -0.29 0.00
C -1.667 1.864 2.852 0.02 -0.01 -0.01 0.01
H -1.345 -4.940 -2.192 0.02 0.02 -0.01 0.00
C 0.210 2.605 -1.204 0.22 -0.54 0.15 -0.02
C -1.972 5.107 -2.864 0.06 -0.04 0.03 0.00
H 6.122 -0.945 -1.802 0.00 -0.01 0.01 0.00
H 0.549 -4.519 1.871 -0.04 0.02 0.05 0.00
C 0.098 -2.398 1.885 0.01 0.00 0.02 -0.02
C -1.491 3.858 -2.474 -0.01 0.01 -0.03 0.01
H -0.065 1.703 1.441 0.04 0.00 0.02 -0.01
C -0.289 3.789 -1.697 -0.05 0.35 0.08 0.00
H 0.457 7.117 -1.553 -0.01 0.01 0.01 0.00
H -0.722 -2.397 2.602 0.00 0.01 0.00 0.00
C -0.244 0.048 4.428 -0.07 0.07 -0.01 0.00
O 3.030 0.367 -1.374 0.22 0.42 -0.29 0.01
H -5.154 -3.206 -1.318 0.00 0.01 0.00 0.00
S 0.410 -2.916 -1.526 0.25 0.10 0.12 0.00
C -0.476 1.334 2.374 -0.06 0.00 0.05 0.02
H -4.067 -1.108 -0.614 0.00 0.00 0.00 0.00
H 1.394 -2.365 3.662 0.01 -0.03 -0.01 0.00
O 0.894 -1.463 -1.159 -0.21 -0.14 -0.29 0.10
C -1.934 -4.109 -1.819 -0.09 0.06 -0.01 0.00
H -3.798 -5.117 -2.100 -0.01 0.00 0.01 0.00
C -4.075 -3.128 -1.336 0.00 -0.05 -0.02 0.00
H 0.970 -4.894 -0.461 -0.03 -0.01 0.03 0.00
H -1.777 1.965 -2.609 -0.06 0.08 -0.02 0.00
H 1.321 4.937 -0.788 0.00 -0.02 0.00 0.00
C -1.273 6.240 -2.528 0.05 0.11 0.03 0.01
C -1.435 0.589 4.886 0.04 -0.02 0.00 0.00
H 2.300 -2.448 2.164 -0.02 -0.02 -0.02 0.00
H 5.706 0.757 -1.716 0.01 -0.01 0.00 0.00
C -0.066 6.201 -1.783 -0.11 -0.03 -0.07 0.00
H -1.657 7.201 -2.846 0.00 -0.01 -0.01 0.00
H -1.610 -0.901 -0.671 0.01 -0.01 0.01 0.01
C 0.140 -3.763 1.195 0.00 -0.08 -0.02 0.01